Density functional theory data (ωB97M-V/def2-TZVPD) for a 2-piece molecular cluster, C5H11O2 overall.

Results
Total energy: -9456.1254 eV
LUMO energy (spin up / spin down): 0.02908 / -0.10820 Eh
Energy above the lowest of the compared OMol25 structures with the same formula, charge and spin: 31.1 kJ/mol
Spin multiplicity: 2

Structure (XYZ):
```
18
Properties=species:S:1:pos:R:3:forces:R:3
C -0.256 2.748 2.349 0.35 0.65 -0.58
C -0.260 1.854 1.119 -0.81 -0.30 -0.12
H 0.752 3.138 2.533 0.04 -0.59 0.36
H -0.788 3.685 2.225 -0.70 -0.08 -0.10
H -0.667 2.181 3.179 0.23 0.26 0.32
H -1.228 1.366 0.962 -0.09 -0.06 0.44
H 0.451 1.056 1.311 0.24 -0.07 -0.50
H -0.140 2.333 0.147 0.75 0.24 0.22
C 0.634 -2.320 -1.443 -0.20 1.50 -0.62
C 0.602 -0.910 -0.817 0.07 -1.26 0.94
C -0.752 -2.578 -2.161 0.04 0.30 -0.70
O -1.395 -3.301 -1.345 -0.19 -0.31 0.36
O -1.020 -2.102 -3.235 0.12 -0.01 0.21
H 1.335 -2.232 -2.273 0.04 -0.83 -0.05
H 0.853 -3.083 -0.711 0.24 -0.06 -0.02
H -0.215 -0.882 -0.099 0.01 0.32 0.10
H 0.553 -0.057 -1.482 -0.07 -0.21 -0.37
H 1.541 -0.895 -0.258 -0.07 0.51 0.11
```
Forces are in eV/Å.